Version i
The following is a quantum chemistry calculation of 13 unconnected molecules or ions with the total composition C52H143N13O13, from the Open Molecules 2025 dataset.

The geometry in XYZ format:
```
221
Properties=species:S:1:pos:R:3
C -1.280 10.446 3.386
C -1.104 11.645 2.461
C -2.244 12.650 2.539
O -3.466 12.148 2.041
C -4.516 13.028 2.170
N 0.077 12.326 2.930
H -1.121 10.626 4.449
H -0.590 9.705 2.981
H -2.283 10.028 3.292
H -0.908 11.398 1.418
H -1.877 13.501 1.965
H -2.430 12.835 3.597
H -4.847 12.881 3.198
H -5.327 12.585 1.591
H -4.314 14.086 2.007
H -0.045 12.530 3.912
H 0.029 13.238 2.498
C 4.067 5.592 8.670
C 4.088 6.504 7.425
C 4.010 5.782 6.113
O 3.847 6.674 5.028
C 3.620 5.989 3.804
N 3.030 7.428 7.621
H 3.112 5.067 8.701
H 4.268 6.219 9.538
H 4.835 4.819 8.643
H 5.049 7.010 7.514
H 3.182 5.075 6.061
H 4.910 5.177 6.007
H 3.567 6.813 3.092
H 2.687 5.427 3.837
H 4.464 5.379 3.482
H 2.961 7.822 6.694
H 2.213 6.865 7.809
C 1.685 0.076 6.602
C 0.243 -0.151 7.143
C -0.469 1.056 7.783
O -1.751 0.758 8.338
C -1.808 -0.124 9.474
N -0.599 -0.712 6.152
H 2.100 -0.901 6.350
H 2.273 0.440 7.444
H 1.704 0.744 5.741
H 0.265 -0.927 7.908
H -0.511 1.920 7.120
H 0.174 1.457 8.566
H -1.498 -1.134 9.206
H -2.851 -0.093 9.789
H -1.213 0.146 10.347
H -0.750 0.030 5.484
H -1.508 -0.849 6.570
C 10.201 -3.916 -7.435
C 9.648 -2.491 -6.958
C 8.103 -2.376 -7.140
O 7.628 -1.103 -6.703
C 6.233 -0.941 -6.979
N 10.043 -2.258 -5.571
H 9.620 -4.676 -6.912
H 11.240 -4.008 -7.118
H 9.997 -4.179 -8.473
H 10.052 -1.633 -7.494
H 7.698 -3.184 -6.530
H 7.830 -2.572 -8.178
H 5.572 -1.657 -6.492
H 5.943 -1.106 -8.016
H 5.968 0.077 -6.695
H 9.535 -1.441 -5.263
H 9.704 -2.933 -4.901
C 0.530 -0.859 -1.340
C 0.270 -0.376 0.059
C -0.670 0.871 0.156
O -0.864 1.315 1.533
C -1.982 2.242 1.658
N -0.205 -1.516 0.783
H 1.346 -1.561 -1.166
H 1.018 -0.112 -1.966
H -0.292 -1.284 -1.915
H 1.221 -0.080 0.502
H -1.653 0.595 -0.228
H -0.382 1.756 -0.412
H -2.341 2.119 2.680
H -2.784 2.041 0.947
H -1.643 3.268 1.519
H -1.128 -1.826 0.514
H -0.353 -1.258 1.748
C -1.559 1.754 -8.203
C -2.160 2.830 -9.098
C -3.230 2.238 -10.107
O -3.347 3.076 -11.282
C -3.938 2.359 -12.313
N -2.755 3.643 -8.137
H -0.609 2.012 -7.736
H -1.151 1.013 -8.891
H -2.282 1.277 -7.541
H -1.420 3.314 -9.735
H -4.205 2.143 -9.629
H -3.057 1.202 -10.399
H -4.893 1.860 -12.150
H -3.348 1.566 -12.773
H -4.152 3.140 -13.043
H -3.346 4.357 -8.541
H -3.479 3.117 -7.668
C -6.009 -1.702 -4.006
C -6.590 -2.054 -5.361
C -7.753 -2.967 -5.370
O -7.412 -4.321 -5.068
C -8.537 -5.172 -5.127
N -6.955 -0.751 -5.867
H -5.757 -2.623 -3.481
H -6.730 -1.159 -3.396
H -5.174 -1.002 -4.043
H -5.770 -2.457 -5.954
H -8.193 -3.024 -6.366
H -8.562 -2.614 -4.731
H -9.182 -5.026 -4.261
H -8.280 -6.224 -5.006
H -9.085 -5.064 -6.063
H -7.228 -0.169 -5.087
H -7.748 -0.661 -6.486
C -1.998 6.625 13.783
C -1.225 6.550 12.488
C -2.034 6.955 11.227
O -1.298 6.546 10.008
C -2.068 6.735 8.868
N -0.114 7.389 12.691
H -2.484 7.575 14.005
H -1.320 6.359 14.594
H -2.780 5.866 13.784
H -0.931 5.506 12.379
H -2.271 8.019 11.226
H -2.976 6.407 11.212
H -1.478 6.589 7.963
H -2.656 7.651 8.935
H -2.777 5.918 8.734
H -0.396 8.349 12.823
H 0.346 7.421 11.792
C 13.024 -7.100 -0.594
C 12.004 -6.555 -1.543
C 11.068 -5.579 -0.816
O 9.927 -5.042 -1.519
C 8.860 -5.923 -1.960
N 12.634 -5.910 -2.664
H 12.613 -7.760 0.170
H 13.623 -6.258 -0.247
H 13.827 -7.613 -1.122
H 11.318 -7.300 -1.948
H 11.670 -4.736 -0.477
H 10.693 -6.015 0.110
H 9.099 -6.429 -2.895
H 7.931 -5.359 -2.049
H 8.625 -6.596 -1.136
H 13.364 -5.318 -2.295
H 12.034 -5.204 -3.067
C -6.862 6.490 -2.093
C -6.978 6.005 -3.553
C -8.290 5.047 -3.768
O -8.359 3.761 -3.148
C -9.506 3.040 -3.312
N -6.982 7.148 -4.411
H -7.808 6.930 -1.778
H -6.037 7.197 -2.007
H -6.826 5.664 -1.383
H -6.118 5.371 -3.771
H -8.458 4.933 -4.839
H -9.163 5.627 -3.466
H -9.937 3.070 -4.312
H -10.227 3.631 -2.746
H -9.374 2.006 -2.992
H -7.849 7.639 -4.242
H -6.962 6.798 -5.358
C -0.380 -6.522 7.064
C 0.075 -7.042 5.714
C -1.008 -7.674 4.838
O -1.421 -8.919 5.418
C -2.678 -9.385 4.923
N 0.675 -5.840 5.053
H -1.208 -5.848 6.844
H 0.462 -6.031 7.553
H -0.613 -7.415 7.644
H 0.826 -7.802 5.930
H -0.744 -7.740 3.783
H -1.762 -6.889 4.797
H -3.314 -8.503 4.842
H -3.143 -10.149 5.545
H -2.575 -9.871 3.953
H 0.620 -6.024 4.061
H 0.209 -4.964 5.242
C -3.486 -6.332 -1.802
C -4.269 -6.957 -0.644
C -5.169 -5.870 0.042
O -4.364 -4.882 0.665
C -5.115 -3.758 1.227
N -5.201 -7.984 -1.172
H -2.833 -5.557 -1.401
H -4.150 -5.835 -2.509
H -2.928 -7.039 -2.416
H -3.564 -7.386 0.067
H -5.812 -6.350 0.780
H -5.800 -5.433 -0.732
H -5.744 -3.390 0.416
H -4.520 -2.883 1.489
H -5.820 -4.126 1.973
H -5.761 -7.639 -1.939
H -4.530 -8.595 -1.615
C 6.000 -8.501 -8.677
C 5.990 -8.955 -7.219
C 4.559 -8.772 -6.551
O 4.190 -7.433 -6.807
C 2.867 -7.071 -6.547
N 6.380 -10.352 -7.226
H 5.292 -9.114 -9.235
H 6.992 -8.417 -9.121
H 5.646 -7.471 -8.632
H 6.656 -8.377 -6.579
H 4.737 -8.999 -5.500
H 3.836 -9.489 -6.940
H 2.742 -5.998 -6.401
H 2.558 -7.514 -5.600
H 2.279 -7.300 -7.435
H 5.746 -10.805 -7.869
H 6.108 -10.801 -6.363
```

* LUMO energy: 0.2 eV
* Kohn-Sham gap: 9.228 eV

Löwdin population analysis, charges in e, atoms 1 to 2: atom 1 (C): -0.056, atom 2 (C): -0.452


Version ii
The following is a quantum chemistry calculation of 13 unconnected molecules or ions with the total composition C52H143N13O13, from the Open Molecules 2025 dataset.

The geometry in XYZ format:
```
221
Properties=species:S:1:pos:R:3
C -27.435 9.260 -4.223
C -26.857 8.058 -3.452
C -27.965 7.488 -2.545
O -27.361 6.415 -1.831
C -28.325 5.662 -1.099
N -26.445 7.011 -4.355
H -26.852 9.482 -5.127
H -27.509 10.091 -3.549
H -28.418 9.006 -4.629
H -26.065 8.346 -2.721
H -28.804 7.131 -3.167
H -28.385 8.198 -1.820
H -29.263 5.663 -1.672
H -28.484 6.126 -0.138
H -27.993 4.640 -0.948
H -25.676 7.404 -4.893
H -26.072 6.167 -3.877
C -25.226 4.351 9.828
C -24.442 3.901 8.603
C -23.707 5.086 7.958
O -22.513 5.244 8.607
C -21.761 6.203 7.932
N -23.642 2.736 8.895
H -25.800 3.468 10.064
H -25.932 5.135 9.609
H -24.578 4.736 10.616
H -25.209 3.628 7.849
H -24.275 6.007 8.007
H -23.531 4.965 6.886
H -22.259 7.179 7.919
H -21.482 5.879 6.914
H -20.804 6.246 8.476
H -23.199 2.341 8.082
H -22.928 3.071 9.553
C -29.326 -5.583 1.596
C -28.114 -5.812 0.752
C -27.137 -4.601 0.827
O -27.777 -3.378 0.367
C -26.712 -2.418 0.391
N -27.454 -7.115 0.948
H -30.105 -6.300 1.310
H -29.735 -4.574 1.507
H -29.114 -5.862 2.648
H -28.484 -5.780 -0.289
H -26.228 -4.772 0.256
H -26.848 -4.494 1.872
H -26.235 -2.402 1.373
H -27.126 -1.440 0.188
H -25.955 -2.666 -0.357
H -26.751 -7.379 0.268
H -27.111 -7.265 1.876
C -28.730 -2.671 4.777
C -28.468 -1.623 3.694
C -29.613 -0.671 3.502
O -30.806 -1.093 2.892
C -30.548 -1.492 1.561
N -27.389 -0.662 4.051
H -28.893 -2.309 5.780
H -27.896 -3.355 4.722
H -29.660 -3.190 4.544
H -28.233 -2.168 2.781
H -29.244 0.195 2.954
H -29.917 -0.261 4.453
H -29.854 -2.357 1.512
H -30.154 -0.664 0.965
H -31.445 -1.858 1.056
H -27.299 -0.029 3.258
H -26.456 -1.043 4.041
C -26.639 1.438 -4.836
C -26.775 2.898 -4.304
C -28.156 3.140 -3.721
O -28.271 2.318 -2.616
C -29.559 1.982 -2.197
N -25.648 3.218 -3.473
H -25.716 1.361 -5.385
H -27.340 1.439 -5.647
H -26.675 0.699 -4.022
H -26.786 3.511 -5.219
H -28.909 2.833 -4.486
H -28.412 4.179 -3.491
H -29.431 1.189 -1.485
H -30.165 1.682 -3.059
H -30.040 2.764 -1.616
H -25.429 2.417 -2.909
H -25.867 3.984 -2.828
C -20.119 -2.448 2.679
C -21.586 -2.929 2.677
C -22.406 -1.964 3.493
O -23.824 -2.024 3.347
C -24.407 -3.120 3.988
N -21.969 -3.018 1.260
H -19.786 -2.205 3.700
H -19.978 -1.530 2.063
H -19.419 -3.199 2.386
H -21.621 -3.941 3.075
H -22.139 -0.993 3.089
H -22.054 -1.961 4.525
H -25.458 -3.249 3.713
H -24.433 -2.981 5.069
H -23.887 -4.064 3.713
H -21.782 -2.108 0.833
H -22.918 -3.280 1.031
C -24.675 5.005 0.373
C -23.435 5.801 0.052
C -22.643 6.230 1.337
O -22.237 5.096 2.033
C -21.456 5.420 3.136
N -22.695 5.033 -0.879
H -25.222 4.650 -0.516
H -25.327 5.580 1.023
H -24.482 4.138 1.027
H -23.795 6.723 -0.443
H -23.218 6.906 1.960
H -21.765 6.767 1.022
H -22.026 6.042 3.830
H -20.513 5.903 2.813
H -21.281 4.494 3.651
H -21.780 5.367 -1.170
H -22.569 4.095 -0.523
C -23.818 -0.556 6.744
C -22.385 -0.733 7.228
C -21.466 0.181 6.473
O -22.081 1.451 6.418
C -21.158 2.394 6.018
N -22.181 -0.512 8.673
H -24.175 0.451 6.981
H -24.446 -1.275 7.271
H -23.929 -0.805 5.660
H -22.079 -1.790 7.113
H -21.287 -0.129 5.433
H -20.482 0.154 6.942
H -20.886 2.308 4.943
H -20.202 2.225 6.560
H -21.537 3.404 6.261
H -22.880 -1.031 9.210
H -22.363 0.468 8.885
C -33.756 8.174 -1.018
C -32.849 8.144 0.228
C -31.619 7.214 -0.004
O -30.744 7.300 1.060
C -30.861 6.231 1.916
N -32.389 9.390 0.650
H -34.729 8.666 -0.854
H -33.947 7.173 -1.389
H -33.172 8.711 -1.753
H -33.367 7.494 0.928
H -31.038 7.520 -0.896
H -31.748 6.126 -0.174
H -31.888 6.056 2.269
H -30.177 6.400 2.743
H -30.665 5.293 1.410
H -33.103 10.120 0.707
H -31.833 9.375 1.504
C -28.593 3.460 2.140
C -27.229 2.865 1.818
C -26.375 2.864 3.108
O -25.157 2.217 2.806
C -24.281 2.171 3.912
N -27.315 1.473 1.393
H -28.331 4.436 2.520
H -29.108 2.848 2.888
H -29.271 3.560 1.324
H -26.787 3.613 1.139
H -26.898 2.264 3.808
H -26.123 3.853 3.478
H -24.221 3.119 4.466
H -23.262 1.992 3.539
H -24.540 1.366 4.622
H -28.011 1.337 0.668
H -26.423 1.176 0.996
C -24.534 1.169 -1.242
C -23.595 0.508 -0.291
C -22.531 1.534 0.117
O -21.714 0.897 1.070
C -20.690 1.748 1.524
N -24.289 -0.135 0.813
H -23.936 1.641 -2.011
H -25.188 1.903 -0.747
H -25.175 0.372 -1.607
H -23.097 -0.314 -0.819
H -22.982 2.447 0.475
H -21.902 1.893 -0.710
H -20.217 1.226 2.352
H -21.064 2.710 1.908
H -19.845 1.876 0.837
H -23.733 -0.874 1.254
H -24.472 0.535 1.553
C -34.365 5.782 3.591
C -34.695 5.005 2.326
C -34.287 3.501 2.516
O -32.890 3.475 2.819
C -32.504 2.103 3.001
N -36.111 4.947 2.024
H -34.895 5.505 4.495
H -34.459 6.830 3.411
H -33.386 5.464 3.943
H -34.192 5.474 1.498
H -34.516 2.962 1.619
H -34.856 3.153 3.358
H -32.656 1.550 2.064
H -33.223 1.651 3.721
H -31.515 2.014 3.461
H -36.604 5.786 1.773
H -36.577 4.620 2.875
C -27.542 4.700 6.522
C -28.624 5.614 5.852
C -29.993 5.700 6.665
O -30.738 4.476 6.825
C -31.167 3.924 5.583
N -28.138 7.010 5.817
H -26.787 4.279 5.850
H -28.124 3.892 6.974
H -26.993 5.279 7.284
H -28.834 5.258 4.836
H -30.646 6.529 6.363
H -29.656 5.909 7.681
H -30.363 3.389 5.046
H -31.474 4.760 4.939
H -32.008 3.230 5.701
H -27.355 7.078 5.154
H -28.904 7.568 5.432
```

* LUMO energy: 0.3 eV
* Kohn-Sham gap: 9.269 eV

Löwdin population analysis, charges in e, atoms 1 to 2: atom 1 (C): -0.059, atom 2 (C): -0.454


Version iii
The following is a quantum chemistry calculation of 13 unconnected molecules or ions with the total composition C52H143N13O13, from the Open Molecules 2025 dataset.

The geometry in XYZ format:
```
221
Properties=species:S:1:pos:R:3
C -0.868 -2.666 -9.680
C -0.923 -4.030 -9.015
C -2.467 -4.474 -9.035
O -2.612 -5.512 -8.112
C -3.816 -6.279 -8.266
N -0.067 -4.965 -9.777
H -1.698 -2.002 -9.440
H -0.805 -2.825 -10.757
H 0.065 -2.204 -9.358
H -0.484 -4.014 -8.017
H -2.755 -4.711 -10.059
H -3.079 -3.659 -8.650
H -4.704 -5.650 -8.217
H -3.792 -6.824 -7.322
H -3.821 -6.954 -9.122
H -0.496 -5.081 -10.684
H 0.013 -5.807 -9.226
C 0.491 -0.300 -2.409
C 0.321 -0.586 -0.893
C -0.267 0.754 -0.096
O 0.711 1.754 -0.182
C 0.294 3.042 0.296
N -0.478 -1.804 -0.575
H 1.015 0.618 -2.680
H -0.379 -0.224 -3.061
H 1.050 -1.013 -3.016
H 1.265 -0.799 -0.391
H -0.580 0.517 0.921
H -1.126 1.125 -0.656
H -0.702 3.334 -0.037
H 1.022 3.724 -0.144
H 0.452 3.224 1.359
H -1.474 -1.655 -0.654
H -0.245 -2.560 -1.203
C 6.425 -3.369 -1.134
C 7.517 -4.290 -0.484
C 8.591 -3.622 0.471
O 7.874 -3.168 1.644
C 8.661 -3.247 2.804
N 6.997 -5.548 0.102
H 5.844 -2.666 -0.537
H 5.666 -4.013 -1.578
H 6.827 -2.801 -1.973
H 8.112 -4.716 -1.292
H 9.185 -2.781 0.113
H 9.404 -4.304 0.721
H 8.531 -2.368 3.436
H 9.743 -3.182 2.686
H 8.610 -4.185 3.356
H 6.030 -5.626 -0.177
H 6.869 -5.517 1.103
C 4.683 0.734 5.554
C 4.666 1.996 6.435
C 6.009 2.734 6.111
O 6.985 2.153 7.040
C 8.340 2.461 6.518
N 3.545 2.756 6.008
H 5.437 -0.005 5.826
H 4.706 0.922 4.481
H 3.778 0.133 5.635
H 4.578 1.620 7.455
H 5.995 3.808 6.296
H 6.247 2.625 5.053
H 8.472 1.949 5.565
H 9.082 2.221 7.279
H 8.363 3.540 6.364
H 2.839 2.208 5.539
H 3.115 3.181 6.817
C 2.407 10.703 6.006
C 2.493 9.596 4.995
C 3.894 8.895 4.921
O 4.859 9.784 4.203
C 4.509 10.232 2.926
N 1.594 8.549 5.509
H 3.372 11.008 6.411
H 1.745 10.691 6.872
H 2.138 11.558 5.385
H 2.211 9.905 3.988
H 3.771 7.893 4.510
H 4.295 8.679 5.911
H 4.337 9.416 2.224
H 5.317 10.863 2.555
H 3.625 10.867 2.877
H 1.795 8.403 6.488
H 1.702 7.635 5.093
C -6.407 -1.946 -3.275
C -6.612 -3.393 -2.632
C -7.957 -4.025 -3.195
O -9.074 -3.970 -2.358
C -9.200 -4.876 -1.300
N -5.345 -4.093 -2.830
H -7.131 -1.251 -2.851
H -6.529 -1.867 -4.355
H -5.462 -1.589 -2.865
H -6.654 -3.280 -1.548
H -7.720 -5.064 -3.422
H -8.324 -3.628 -4.142
H -9.154 -5.912 -1.634
H -10.217 -4.796 -0.915
H -8.433 -4.731 -0.539
H -5.347 -4.975 -2.338
H -5.489 -4.411 -3.778
C -3.611 4.701 11.048
C -3.720 3.380 10.415
C -2.388 2.688 9.927
O -1.765 3.213 8.763
C -2.582 3.184 7.529
N -4.349 2.525 11.451
H -4.606 5.108 11.230
H -3.187 5.382 10.309
H -3.146 4.740 12.033
H -4.469 3.545 9.641
H -2.527 1.607 9.960
H -1.670 3.041 10.667
H -2.893 2.149 7.385
H -2.225 3.733 6.659
H -3.560 3.636 7.696
H -3.809 2.686 12.290
H -5.309 2.785 11.627
C -3.300 8.664 3.148
C -3.710 9.206 4.545
C -3.060 10.498 5.061
O -3.503 10.917 6.378
C -3.218 9.939 7.392
N -5.136 9.376 4.628
H -2.238 8.433 3.071
H -3.611 9.415 2.422
H -3.661 7.655 2.945
H -3.737 8.353 5.223
H -2.989 11.315 4.343
H -2.022 10.193 5.193
H -3.339 10.346 8.396
H -2.212 9.520 7.383
H -3.850 9.057 7.287
H -5.222 9.999 5.418
H -5.250 10.035 3.871
C -6.410 -10.984 -2.260
C -5.345 -9.870 -1.919
C -5.432 -9.276 -0.536
O -4.416 -8.274 -0.602
C -4.474 -7.427 0.480
N -4.001 -10.443 -2.139
H -6.366 -11.967 -1.792
H -6.227 -11.153 -3.321
H -7.380 -10.488 -2.316
H -5.346 -9.046 -2.634
H -5.224 -9.984 0.266
H -6.458 -8.918 -0.455
H -5.440 -6.942 0.616
H -3.815 -6.573 0.323
H -4.193 -7.850 1.444
H -3.997 -10.831 -3.072
H -3.367 -9.657 -2.151
C 7.125 -3.284 -8.679
C 5.618 -3.528 -8.428
C 4.875 -2.273 -7.867
O 4.866 -1.215 -8.807
C 4.466 0.028 -8.240
N 5.051 -3.849 -9.666
H 7.782 -4.082 -9.026
H 7.622 -2.904 -7.786
H 7.352 -2.441 -9.332
H 5.440 -4.358 -7.745
H 5.371 -1.932 -6.958
H 3.899 -2.615 -7.523
H 3.413 -0.155 -8.028
H 4.430 0.875 -8.925
H 4.971 0.177 -7.286
H 4.051 -3.950 -9.571
H 5.149 -3.094 -10.330
C 6.293 5.237 -3.292
C 5.235 5.232 -2.116
C 5.840 5.161 -0.730
O 6.947 4.227 -0.620
C 6.586 2.874 -0.909
N 4.372 6.290 -2.239
H 6.997 4.434 -3.075
H 6.799 6.198 -3.378
H 5.802 4.988 -4.233
H 4.598 4.359 -2.255
H 5.094 4.998 0.049
H 6.409 6.071 -0.540
H 7.457 2.247 -0.719
H 6.340 2.699 -1.956
H 5.761 2.668 -0.227
H 4.820 7.134 -1.911
H 4.256 6.667 -3.168
C 2.954 -8.290 -4.752
C 1.545 -7.807 -5.235
C 0.645 -8.968 -5.715
O 0.567 -9.873 -4.586
C 1.094 -11.185 -4.913
N 0.868 -7.145 -4.106
H 3.684 -7.504 -4.555
H 3.515 -8.800 -5.536
H 2.831 -8.863 -3.833
H 1.550 -7.036 -6.004
H 1.157 -9.373 -6.589
H -0.345 -8.690 -6.075
H 2.089 -11.224 -5.356
H 0.473 -11.682 -5.658
H 1.114 -11.822 -4.029
H 0.450 -7.874 -3.546
H 0.047 -6.665 -4.445
C -9.991 4.027 2.187
C -8.905 3.272 2.962
C -8.088 2.199 2.183
O -7.122 1.757 3.084
C -6.015 0.907 2.555
N -8.084 4.306 3.495
H -10.768 3.270 2.079
H -9.745 4.376 1.185
H -10.525 4.832 2.692
H -9.399 2.744 3.777
H -7.568 2.598 1.312
H -8.822 1.424 1.967
H -5.444 1.482 1.826
H -6.477 0.125 1.952
H -5.320 0.542 3.311
H -7.789 4.831 2.683
H -7.291 3.885 3.957
```

* LUMO energy: 0.1 eV
* Kohn-Sham gap: 8.963 eV

Löwdin population analysis, charges in e, atoms 1 to 2: atom 1 (C): -0.079, atom 2 (C): -0.405


The least stable of the structures above is version iii, whereas version ii is the most stable.